No. 1
{"formula": "C2H2Cl2O", "method": "ωB97M-V with the def2-TZVPD basis set", "lumo_energy_ev": 0.3, "relative_energy_kj_mol": 279.2, "homo_energy_ev": -9.772, "smiles": "C=C(Cl)OCl", "orbital_gap_ev": 10.04, "elements": ["C", "H", "O", "C", "Cl", "H", "Cl"], "coordinates": [[0.128609, 0.191432, 0.198693], [-0.917025, 0.143892, 0.348001], [0.195323, 2.442364, 0.814968], [0.843192, 1.210279, 0.463213], [2.570865, 1.365411, 0.760086], [0.480201, -0.855659, 0.015522], [0.902121, 3.889536, 0.603890]], "forces_ev_per_angstrom": [[-0.613, -4.369, -0.539], [-1.051, 0.845, -0.306], [-1.003, -2.544, 0.167], [2.235, 4.560, 1.422], [-0.725, -0.735, -0.615], [0.410, 1.405, 0.253], [0.747, 0.838, -0.383]]}

***

No. 2
{"formula": "C14H23BrCl4NS2", "method": "ωB97M-V with the def2-TZVPD basis set", "lumo_energy_ev": -4.2, "relative_energy_kj_mol": 706.4, "homo_energy_ev": -11.816, "orbital_gap_ev": 7.61, "charge": 1, "elements": ["C", "C", "H", "Br", "H", "C", "C", "H", "H", "H", "S", "H", "C", "C", "C", "H", "H", "Cl", "H", "Cl", "H", "H", "H", "H", "C", "H", "H", "N", "C", "H", "H", "Cl", "H", "C", "H", "H", "H", "Cl", "C", "S", "C", "C", "H", "H", "C"], "coordinates": [[1.484293, 5.277939, -0.755054], [-0.109384, -3.381425, -0.937762], [-0.731984, 1.489706, 0.610117], [4.147969, -0.105213, 1.821383], [-0.838320, -2.931840, 2.596451], [0.045200, 5.347198, -1.240935], [2.132734, 1.038854, -0.201813], [1.358602, 1.902200, 0.009520], [2.657471, -0.302955, -1.965311], [-1.922432, -4.091766, 1.526211], [-1.443868, -2.159234, -0.579401], [-0.650851, 5.524148, -0.414817], [-0.634051, -0.473920, -0.736147], [0.727758, -4.230709, 0.141162], [1.666448, 0.224975, -1.560984], [1.349459, 1.029789, -2.356502], [-0.065994, 6.164216, -1.959783], [-0.455748, 3.854513, -2.075442], [3.201087, 1.533638, -0.395946], [2.354859, -4.983351, -0.475028], [2.169267, 4.998861, -1.562092], [-3.298956, 1.503321, 2.122229], [1.657620, 0.611673, 2.043515], [-1.142850, 1.689858, -1.266409], [0.414544, -4.571781, 1.547693], [1.793452, 6.253899, -0.368985], [0.784978, -2.259444, -2.815534], [0.592253, -0.810118, -1.282829], [0.937308, -2.273870, -1.633077], [-1.171917, -4.682728, 3.208928], [-0.458574, -4.070081, -1.849060], [1.563470, -5.636729, 2.576070], [-4.306385, -1.846943, 0.860604], [-2.911851, 0.863310, -0.086649], [2.061991, -2.302260, -1.315449], [-3.373961, 0.032975, -0.781127], [1.826950, -0.975816, 1.042115], [1.690723, 4.109568, 0.574118], [-3.106976, 0.488579, 1.523330], [-4.448707, -0.800837, 1.823628], [2.246882, 0.111627, 1.143499], [-1.261143, 0.984335, -0.311508], [-3.463534, 1.869952, -0.372092], [-2.091011, 0.039932, 1.915662], [-0.976821, -4.054043, 2.213500]], "forces_ev_per_angstrom": [[-0.062, 0.296, -0.325], [2.941, 0.802, -1.960], [-0.884, -1.356, -1.897], [-1.423, 0.169, -0.676], [-0.237, -2.413, -0.965], [0.175, 0.485, 0.299], [0.016, 0.012, 0.247], [1.764, -2.036, -0.590], [-2.529, 0.846, 0.744], [2.073, -0.142, 1.150], [-0.880, 1.235, 0.929], [0.185, -0.146, -0.170], [2.985, -2.763, -0.849], [-0.081, -1.649, 4.328], [2.177, 1.018, 0.249], [0.276, -1.805, 1.509], [0.093, -0.186, 0.075], [0.042, 0.038, -0.152], [-2.524, -1.058, 0.274], [-2.578, 1.416, 0.378], [-0.201, -0.019, 0.189], [-0.010, -2.580, -1.156], [1.374, -1.009, -1.977], [0.229, -1.700, 2.165], [-0.274, 1.134, -3.717], [-0.148, -0.163, -0.046], [0.662, -0.404, 2.522], [-2.243, 2.149, 1.275], [0.243, 0.849, -1.239], [0.373, 1.270, -2.400], [0.619, 1.455, 2.279], [-2.086, 1.965, -1.765], [0.493, 1.730, 0.903], [0.447, -0.307, 0.752], [-2.221, -0.702, -0.733], [1.049, 1.586, 1.428], [0.876, 2.067, 0.009], [-0.036, 0.462, 0.186], [1.277, 0.259, -1.061], [0.146, 0.037, -0.416], [-1.140, 0.108, 0.527], [-1.039, 0.001, -1.854], [1.422, -2.038, 0.673], [-1.976, 0.934, -0.746], [0.638, 0.155, 1.606]]}

***

No. 3
{"formula": "C5H12N2O2S", "method": "ωB97M-V with the def2-TZVPD basis set", "lumo_energy_ev": [0.4, 0.3], "relative_energy_kj_mol": 476.3, "homo_energy_ev": [-7.201, -6.911], "orbital_gap_ev": [7.60, 7.18], "elements": ["C", "O", "H", "H", "H", "H", "H", "C", "C", "O", "H", "H", "N", "H", "C", "N", "S", "H", "H", "H", "C", "H"], "coordinates": [[0.419459, -0.141975, 0.545726], [-1.003173, -1.538190, -1.088907], [2.005338, 0.486337, -0.460469], [0.926504, 2.684416, -1.398991], [0.038088, 1.390229, 2.045155], [0.146539, -3.774205, 0.474599], [-3.958552, 0.243150, -1.047942], [1.000460, 0.727641, -0.615933], [0.753411, -2.803876, 0.583035], [-2.992174, 0.814119, 1.201247], [1.131251, 2.562056, 0.365979], [0.608793, 0.152363, -1.433250], [0.344102, 0.463623, 1.786740], [1.318240, -2.579653, -0.308495], [-2.542069, 0.344614, 0.196902], [-2.960901, 0.010797, -0.989262], [-0.682664, -1.536966, 0.372513], [-2.223521, -0.611410, -1.321812], [-0.443138, 2.230496, -0.432998], [1.060263, -2.442325, 1.453044], [0.670543, 2.231211, -0.449037], [0.067829, -0.286980, 2.358831]], "forces_ev_per_angstrom": [[-0.710, 2.922, -0.109], [0.178, -1.158, -0.869], [2.057, 0.155, -0.461], [0.425, 0.635, 0.205], [-0.206, -0.035, -0.483], [1.596, 1.092, 0.694], [0.371, -0.842, -1.178], [-2.106, -1.760, 2.254], [-5.021, -1.372, -4.816], [-0.197, 0.280, -0.308], [1.727, 1.931, 3.208], [0.020, 0.591, -1.269], [0.969, -1.226, -0.329], [0.607, -0.190, 0.082], [1.006, 0.458, 1.976], [-1.497, 1.775, 1.158], [2.211, 0.152, -0.041], [-0.349, -1.009, -1.623], [0.666, 0.567, 0.509], [1.963, 0.531, 3.869], [-3.048, -3.556, -4.466], [-0.662, 0.057, 2.000]]}

***

No. 4
{"formula": "CHF3O", "method": "ωB97M-V with the def2-TZVPD basis set", "lumo_energy_ev": 0.2, "relative_energy_kj_mol": 72.5, "homo_energy_ev": -13.265, "smiles": "OC(F)(F)F", "orbital_gap_ev": 13.47, "elements": ["H", "F", "F", "F", "O", "C"], "coordinates": [[-0.422204, -0.385764, -0.091409], [0.349061, 1.342373, -1.954434], [0.359958, 1.927406, 0.323300], [2.234962, 1.272923, -0.553892], [0.619675, -0.192760, -0.171788], [0.909463, 1.022079, -0.487201]], "forces_ev_per_angstrom": [[3.481, 1.067, -0.410], [1.396, -0.677, 3.886], [-0.013, -0.036, -0.688], [-1.768, -0.772, -0.087], [-2.883, -2.202, 0.357], [-0.214, 2.620, -3.059]]}

***

What is the formula in the second record?
C14H23BrCl4NS2

***

Repeat the fourth record exactly.
{"formula": "CHF3O", "method": "ωB97M-V with the def2-TZVPD basis set", "lumo_energy_ev": 0.2, "relative_energy_kj_mol": 72.5, "homo_energy_ev": -13.265, "smiles": "OC(F)(F)F", "orbital_gap_ev": 13.47, "elements": ["H", "F", "F", "F", "O", "C"], "coordinates": [[-0.422204, -0.385764, -0.091409], [0.349061, 1.342373, -1.954434], [0.359958, 1.927406, 0.323300], [2.234962, 1.272923, -0.553892], [0.619675, -0.192760, -0.171788], [0.909463, 1.022079, -0.487201]], "forces_ev_per_angstrom": [[3.481, 1.067, -0.410], [1.396, -0.677, 3.886], [-0.013, -0.036, -0.688], [-1.768, -0.772, -0.087], [-2.883, -2.202, 0.357], [-0.214, 2.620, -3.059]]}

***

Repeat the first record exactly.
{"formula": "C2H2Cl2O", "method": "ωB97M-V with the def2-TZVPD basis set", "lumo_energy_ev": 0.3, "relative_energy_kj_mol": 279.2, "homo_energy_ev": -9.772, "smiles": "C=C(Cl)OCl", "orbital_gap_ev": 10.04, "elements": ["C", "H", "O", "C", "Cl", "H", "Cl"], "coordinates": [[0.128609, 0.191432, 0.198693], [-0.917025, 0.143892, 0.348001], [0.195323, 2.442364, 0.814968], [0.843192, 1.210279, 0.463213], [2.570865, 1.365411, 0.760086], [0.480201, -0.855659, 0.015522], [0.902121, 3.889536, 0.603890]], "forces_ev_per_angstrom": [[-0.613, -4.369, -0.539], [-1.051, 0.845, -0.306], [-1.003, -2.544, 0.167], [2.235, 4.560, 1.422], [-0.725, -0.735, -0.615], [0.410, 1.405, 0.253], [0.747, 0.838, -0.383]]}